1.
{"formula": "CH6N2O2S", "method": "wB97M-V/def2-TZVPD", "multiplicity": 1, "lumo_ev": 0.7958, "homo_energy_ha": -0.330, "e_above_lowest_kcal_mol": 74.3, "total_charge": 0, "orbital_gap_ev": 9.78, "elements": ["C", "N", "N", "O", "O", "S", "H", "H", "H", "H", "H", "H"], "positions_angstrom": [[-0.489, 0.198, -2.056], [-0.242, -0.623, 2.128], [1.034, -0.662, 1.468], [-0.802, 1.701, 0.010], [0.732, -0.375, 0.066], [-0.800, 0.283, -0.192], [0.600, 0.030, -2.111], [-1.186, -0.439, -2.702], [-0.664, 1.331, -2.274], [-0.353, 0.222, 2.708], [-0.517, -1.506, 2.608], [1.524, 0.061, 1.844]], "forces_ev_per_a": [[-0.401, 1.826, 0.088], [0.592, -0.322, 1.138], [-3.989, -3.049, -0.664], [0.239, 2.018, 1.020], [0.429, 0.384, 0.166], [-0.253, -2.278, -2.130], [-0.659, -0.323, -0.575], [1.230, 0.653, 1.258], [0.211, -2.102, 0.100], [0.020, -0.863, -0.285], [0.738, 1.144, -0.613], [1.842, 2.911, 0.496]], "lowdin_charge": [-0.211, -0.074, -0.082, -0.492, -0.417, 0.850, 0.032, 0.065, 0.068, 0.095, 0.105, 0.059]}

=====

2.
{"formula": "CH6N2O2S", "method": "wB97M-V/def2-TZVPD", "multiplicity": 1, "lumo_ev": 0.7020, "homo_energy_ha": -0.336, "e_above_lowest_kcal_mol": 84.0, "total_charge": 0, "orbital_gap_ev": 9.85, "elements": ["C", "N", "N", "O", "O", "S", "H", "H", "H", "H", "H", "H"], "positions_angstrom": [[1.423, 1.742, 0.141], [-2.325, -1.248, -0.039], [-1.007, -0.759, -0.453], [2.010, -0.754, -0.867], [0.072, -0.654, 0.594], [1.686, -0.185, 0.393], [0.887, 2.032, 1.095], [2.376, 2.169, -0.272], [0.591, 1.931, -0.699], [-2.289, -2.128, 0.527], [-2.795, -0.503, 0.432], [-0.629, -1.644, -0.852]], "forces_ev_per_a": [[-2.248, -1.170, -1.569], [2.657, -0.285, 0.524], [-0.169, -1.788, -1.504], [1.687, -0.780, -2.235], [-0.201, 0.056, 2.714], [-3.572, 2.059, 0.416], [1.457, 0.229, -0.891], [-0.843, -0.137, 1.206], [1.855, -0.853, 1.661], [0.050, 1.219, -0.382], [-0.294, 0.269, 0.435], [-0.379, 1.182, -0.375]], "lowdin_charge": [-0.230, 0.011, -0.093, -0.493, -0.495, 0.874, 0.042, 0.043, 0.083, 0.095, 0.057, 0.106]}

=====

3.
{"formula": "CH6N2O4P", "method": "wB97M-V/def2-TZVPD", "multiplicity": 1, "lumo_ev": 3.6082, "homo_energy_ha": -0.177, "e_above_lowest_kcal_mol": 16.8, "total_charge": -1, "orbital_gap_ev": 8.42, "smiles": "N[C@@H](O)[NH2+]P(=O)([O-])[O-]", "elements": ["N", "C", "O", "N", "P", "O", "O", "O", "H", "H", "H", "H", "H", "H"], "positions_angstrom": [[-1.200, 1.043, -0.697], [-1.284, -0.130, 0.125], [-1.824, -1.194, -0.607], [0.027, -0.508, 0.638], [2.011, 0.064, -0.001], [1.585, 1.244, -0.808], [2.447, 0.302, 1.411], [2.397, -1.195, -0.683], [-0.267, 1.052, -1.126], [-1.250, 1.882, -0.134], [-2.014, 0.033, 0.941], [-1.216, -1.347, -1.344], [0.523, 0.175, 1.208], [0.064, -1.422, 1.077]], "forces_ev_per_a": [[-0.075, 0.028, 0.061], [-0.411, 0.574, 0.136], [0.239, -0.569, -0.024], [-0.008, -0.197, 0.152], [1.485, -0.365, -1.183], [-0.041, 0.149, -0.072], [-0.411, -0.012, -0.002], [0.096, -0.113, -0.059], [0.004, 0.262, 0.086], [0.043, -0.013, 0.010], [0.286, 0.002, -0.239], [-0.063, -0.021, 0.015], [-1.123, 0.132, 1.173], [-0.020, 0.143, -0.053]], "lowdin_charge": [0.063, -0.542, -0.028, 0.027, 0.136, -0.383, -0.386, -0.388, 0.035, 0.070, 0.139, 0.097, 0.047, 0.114]}

=====

4.
{"formula": "CH6N2OP2S", "method": "wB97M-V/def2-TZVPD", "multiplicity": 1, "lumo_ev": 0.0848, "homo_energy_ha": -0.313, "e_above_lowest_kcal_mol": 24.9, "total_charge": 0, "orbital_gap_ev": 8.60, "elements": ["C", "N", "N", "O", "P", "P", "S", "H", "H", "H", "H", "H", "H"], "positions_angstrom": [[-1.461, 1.396, 0.012], [1.029, -1.866, 0.887], [-1.223, -0.014, -0.428], [1.612, 0.229, -0.514], [0.940, -2.417, -0.623], [1.807, -0.284, 1.078], [0.105, -0.213, -1.414], [-0.974, 1.818, 0.936], [-0.976, 2.028, -0.692], [-2.531, 1.458, 0.053], [-0.983, -0.607, 0.372], [1.982, -1.774, -1.375], [0.673, 0.245, 1.709]], "forces_ev_per_a": [[0.514, -0.191, 0.613], [0.764, 0.839, -0.632], [2.234, 0.420, 0.975], [-1.808, 1.048, -0.129], [-0.241, -0.321, 1.066], [-0.490, -2.104, -1.234], [1.316, 0.495, 0.517], [-0.549, -1.409, -0.301], [-0.377, 0.640, -1.182], [-0.400, 0.742, 0.061], [-0.714, -0.286, 0.176], [0.134, -0.353, -0.009], [-0.384, 0.480, 0.079]], "lowdin_charge": [-0.159, -0.705, -0.400, -0.861, 0.599, 0.726, 0.815, 0.088, 0.047, 0.069, 0.023, -0.136, -0.104]}

=====

5.
{"formula": "CH6N2OP2S", "method": "wB97M-V/def2-TZVPD", "multiplicity": 1, "lumo_ev": -0.5414, "homo_energy_ha": -0.318, "e_above_lowest_kcal_mol": 44.0, "total_charge": 0, "orbital_gap_ev": 8.10, "smiles": "[H]/P=N/POSNC", "elements": ["H", "P", "N", "P", "O", "S", "N", "C", "H", "H", "H", "H", "H"], "positions_angstrom": [[-2.099, 1.229, -0.936], [-2.031, 1.701, 0.496], [-2.023, 0.291, 1.183], [-1.524, -0.702, 2.567], [-0.384, -1.439, 1.732], [1.035, -0.993, 0.699], [0.782, -0.783, -0.876], [1.437, 0.287, -1.549], [-0.700, 0.231, 3.368], [0.732, -1.602, -1.439], [2.328, 0.053, -2.067], [0.796, 0.772, -2.353], [1.651, 0.957, -0.825]], "forces_ev_per_a": [[-0.117, 0.487, 0.884], [-0.025, -1.494, -0.216], [0.407, 0.352, 0.853], [-0.517, 2.268, -1.214], [1.552, -0.869, -1.351], [-0.075, -0.798, 2.171], [-0.482, -0.737, -0.351], [-2.443, 0.561, -2.841], [-0.428, -0.242, -0.615], [-0.178, -0.841, -0.116], [1.166, -0.877, -0.264], [0.354, -0.444, 1.034], [0.787, 2.634, 2.027]], "lowdin_charge": [-0.151, 0.665, -0.701, 0.653, -0.885, 0.915, -0.474, -0.196, -0.080, 0.070, 0.066, 0.101, 0.018]}

=====

6.
{"formula": "CH6N2OS", "method": "wB97M-V/def2-TZVPD", "multiplicity": 1, "lumo_ev": 0.7659, "homo_energy_ha": -0.319, "e_above_lowest_kcal_mol": 59.9, "total_charge": 0, "orbital_gap_ev": 9.45, "smiles": "C=N.NSO", "elements": ["C", "N", "H", "H", "H", "N", "S", "O", "H", "H", "H"], "positions_angstrom": [[-0.630, -1.566, 1.361], [-0.757, -2.217, 0.318], [-1.508, -1.172, 1.967], [0.295, -1.359, 1.731], [-1.709, -2.320, -0.139], [1.713, 1.871, -0.614], [0.180, 1.955, -0.054], [-0.576, 0.679, -0.840], [2.163, 1.011, -0.571], [1.948, 2.453, -1.518], [-1.118, 0.665, -1.642]], "forces_ev_per_a": [[-4.235, 0.546, 0.857], [-0.605, -1.098, -2.769], [0.914, -0.163, -0.648], [2.722, 0.375, 1.128], [1.228, 0.230, 1.480], [-0.105, 3.729, -2.595], [-0.468, -0.596, -0.778], [-0.090, -0.819, 0.675], [0.954, -1.617, 0.218], [-0.669, -1.835, 2.389], [0.353, 1.248, 0.042]], "lowdin_charge": [-0.186, 0.006, 0.087, 0.019, 0.070, -0.390, 0.782, -0.520, -0.003, 0.094, 0.042]}

=====

7.
{"formula": "CH6N2P", "method": "wB97M-V/def2-TZVPD", "multiplicity": 1, "lumo_ev": -5.3224, "homo_energy_ha": -0.562, "e_above_lowest_kcal_mol": 33.4, "total_charge": 1, "orbital_gap_ev": 9.98, "smiles": "N/C=[NH+]/P", "elements": ["N", "C", "N", "P", "H", "H", "H", "H", "H", "H"], "positions_angstrom": [[1.986, 0.154, 0.186], [0.744, 0.353, 0.380], [-0.264, -0.398, -0.015], [-2.348, 0.335, 0.084], [2.714, 0.671, 0.797], [2.204, -0.651, -0.275], [0.316, 1.318, 0.726], [0.173, -1.140, -0.657], [-3.201, -0.801, 0.133], [-2.323, 0.158, -1.358]], "forces_ev_per_a": [[2.883, 3.035, 2.697], [-5.401, 2.404, 0.380], [0.405, -1.157, -1.376], [2.403, -0.659, -1.616], [-1.608, -1.239, -1.803], [1.531, -2.627, -1.285], [1.275, -0.481, 0.735], [-1.984, 0.591, 1.124], [0.639, -0.402, 0.409], [-0.143, 0.535, 0.736]], "lowdin_charge": [0.179, -0.341, -0.114, 0.945, 0.204, 0.089, 0.140, 0.130, -0.130, -0.103]}

=====

8.
{"formula": "CH6N2P", "method": "wB97M-V/def2-TZVPD", "multiplicity": 1, "lumo_ev": -4.3134, "homo_energy_ha": -0.541, "e_above_lowest_kcal_mol": 16.4, "total_charge": 1, "orbital_gap_ev": 10.40, "smiles": "N/C=[NH+]/P", "elements": ["N", "C", "N", "P", "H", "H", "H", "H", "H", "H"], "positions_angstrom": [[-1.947, 0.215, 0.076], [-0.658, 0.363, 0.045], [0.291, -0.439, 0.349], [2.293, -0.026, 0.173], [-2.487, 1.016, -0.273], [-2.464, -0.640, 0.406], [-0.314, 1.361, -0.296], [0.441, -1.191, 1.024], [2.238, 0.555, -1.136], [2.608, -1.213, -0.367]], "forces_ev_per_a": [[-1.968, -0.678, 0.383], [0.619, 1.534, -0.343], [4.888, -0.759, 0.536], [-2.199, 1.999, 0.436], [0.088, -0.783, 0.412], [0.944, 1.344, -0.534], [-0.386, -0.692, -0.219], [-1.827, -0.092, -0.441], [-0.235, -0.065, 0.408], [0.077, -1.808, -0.640]], "lowdin_charge": [0.174, -0.309, -0.115, 0.922, 0.146, 0.175, 0.157, 0.097, -0.095, -0.152]}

=====

9.
{"formula": "CH6N2S", "method": "wB97M-V/def2-TZVPD", "multiplicity": 1, "lumo_ev": 0.5919, "homo_energy_ha": -0.287, "e_above_lowest_kcal_mol": 75.2, "total_charge": 0, "orbital_gap_ev": 8.40, "elements": ["C", "N", "N", "S", "H", "H", "H", "H", "H", "H"], "positions_angstrom": [[-0.096, -0.745, -0.539], [1.672, 0.373, -1.691], [1.002, -0.124, -0.746], [-0.898, 0.331, 2.499], [-0.787, -0.927, -1.375], [-0.410, -0.720, 0.447], [-2.222, 0.125, 1.949], [1.259, 0.171, -2.713], [1.592, -0.066, 0.098], [-1.110, 1.583, 2.072]], "forces_ev_per_a": [[-1.901, -0.703, -2.173], [0.661, 0.214, -4.622], [1.536, 0.002, 1.465], [-2.571, 0.208, -0.525], [0.473, 0.133, 0.409], [-0.461, -0.629, 1.305], [1.975, -0.196, 0.936], [0.420, 0.395, 3.098], [-0.631, 0.363, -0.038], [0.499, 0.214, 0.144]], "lowdin_charge": [-0.065, -0.022, -0.303, 0.474, 0.079, -0.089, -0.109, 0.090, 0.154, -0.209]}

=====

10.
{"formula": "CH6N2S", "method": "wB97M-V/def2-TZVPD", "multiplicity": 1, "lumo_ev": 0.6369, "homo_energy_ha": -0.319, "e_above_lowest_kcal_mol": 66.3, "total_charge": 0, "orbital_gap_ev": 9.31, "smiles": "[H]/N=C/N.S", "elements": ["H", "N", "C", "N", "H", "H", "H", "S", "H", "H"], "positions_angstrom": [[-0.412, -0.111, -1.629], [0.578, -0.145, -1.502], [1.250, 0.024, -0.462], [2.012, -0.965, 0.243], [1.505, 1.006, -0.054], [2.760, -1.516, -0.168], [1.655, -1.706, 0.845], [-1.669, 0.515, 0.824], [-1.966, 0.227, -0.409], [-2.453, 1.610, 0.408]], "forces_ev_per_a": [[0.228, 1.015, -1.008], [-0.392, -1.791, 1.386], [0.690, -0.080, -0.659], [1.652, -1.251, 0.921], [-0.481, 0.235, 0.309], [0.010, 0.901, -1.019], [-1.348, 0.883, -0.213], [-1.311, 1.865, 0.074], [0.117, -1.095, -1.053], [0.833, -0.682, 1.263]], "lowdin_charge": [0.007, 0.074, -0.408, 0.004, 0.091, 0.066, 0.069, 0.507, -0.265, -0.146]}

=====

11.
{"formula": "CH6N2S2", "method": "wB97M-V/def2-TZVPD", "multiplicity": 2, "lumo_ev": [3.7341, 3.6561], "homo_energy_ha": [-0.025, -0.133], "e_above_lowest_kcal_mol": 7.3, "total_charge": -1, "orbital_gap_ev": [4.42, 7.27], "elements": ["S", "S", "H", "H", "N", "C", "N", "H", "H", "H", "H"], "positions_angstrom": [[-0.493, 0.097, 3.125], [-1.937, 0.175, 1.288], [-1.093, -1.055, 3.426], [-0.952, -0.372, 0.590], [-0.201, -0.242, -1.773], [0.850, 0.086, -0.942], [1.294, 1.273, -0.936], [-0.257, -1.231, -1.936], [-0.220, 0.441, -2.515], [1.222, -0.670, -0.251], [1.787, 1.499, -0.076]], "forces_ev_per_a": [[1.195, -0.102, 1.609], [-1.358, 0.145, -1.459], [0.122, -0.052, 0.174], [-0.147, -0.038, -0.101], [1.510, -0.169, 0.475], [-0.208, 0.588, 0.499], [-0.178, 0.622, 0.062], [-0.369, -0.036, -0.657], [-0.542, -0.352, -0.385], [-0.448, -0.245, 0.092], [0.424, -0.360, -0.309]], "lowdin_charge": [-0.142, -0.091, -0.344, -0.382, 0.055, -0.445, 0.046, 0.075, 0.085, 0.111, 0.031]}

=====

12.
{"formula": "CH6N2S2", "method": "wB97M-V/def2-TZVPD", "multiplicity": 1, "lumo_ev": 0.2126, "homo_energy_ha": -0.339, "e_above_lowest_kcal_mol": 17.8, "total_charge": 0, "orbital_gap_ev": 9.42, "smiles": "[H]/N=C/N.SS", "elements": ["H", "N", "C", "N", "H", "H", "H", "S", "S", "H", "H"], "positions_angstrom": [[-1.037, 1.475, 3.365], [-0.429, 2.244, 3.144], [0.546, 1.916, 2.358], [1.798, 2.567, 2.287], [0.546, 0.878, 1.831], [1.938, 3.024, 3.212], [2.572, 2.029, 1.886], [0.079, -1.859, -1.036], [-1.115, -1.148, -2.566], [-0.105, -3.174, -1.230], [-0.181, -1.293, -3.606]], "forces_ev_per_a": [[-0.511, -0.203, -0.764], [2.543, 0.648, -0.647], [-0.139, -2.491, 0.820], [-1.617, 0.165, 1.002], [0.020, 1.749, 0.415], [0.398, -0.308, -1.344], [-0.699, 0.431, 0.508], [-0.056, 0.101, -0.133], [1.085, -0.320, -0.888], [-0.072, -0.004, 0.031], [-0.951, 0.233, 1.002]], "lowdin_charge": [0.018, 0.032, -0.377, 0.028, 0.122, 0.100, 0.082, 0.188, 0.185, -0.211, -0.166]}

=====

In order of appearance, max |F| = 0.09849 0.08059 0.03761 0.04838 0.07368 0.08837 0.11520 0.09676 0.09089 0.04470 0.03903 0.05256 hartree/bohr.